Record 1
{"formula": "C20H22N2O3S", "method": "wB97M-V/def2-TZVPD", "symbols": ["O", "C", "N", "C", "C", "C", "C", "C", "C", "C", "C", "C", "H", "H", "H", "H", "H", "H", "H", "H", "H", "H", "C", "C", "C", "C", "C", "C", "H", "H", "S", "O", "O", "N", "C", "H", "H", "C", "H", "H", "C", "H", "H", "C", "H", "H", "H", "H"], "xyz": [[-2.60467, -1.93401, -0.95894], [-2.13196, -0.96545, -0.40000], [-2.87349, 0.05126, 0.12743], [-4.28684, -0.00378, 0.15049], [-4.93278, -1.20993, 0.41135], [-6.31114, -1.27218, 0.45933], [-7.06536, -0.12807, 0.26046], [-6.42630, 1.07263, 0.02022], [-5.04096, 1.15670, -0.03896], [-4.40156, 2.49880, -0.27761], [-2.91261, 2.36894, -0.57104], [-2.31005, 1.35860, 0.40274], [-1.22644, 1.32030, 0.29383], [-2.55431, 1.64417, 1.43221], [-2.41424, 3.33365, -0.47044], [-2.75925, 2.00784, -1.59006], [-4.91027, 3.00439, -1.10102], [-4.54512, 3.11425, 0.61693], [-7.00646, 1.97228, -0.12951], [-8.14339, -0.17041, 0.29556], [-6.79556, -2.21589, 0.65806], [-4.34917, -2.10117, 0.56960], [-0.64430, -0.85963, -0.22002], [0.18225, -0.95276, -1.33600], [1.55696, -0.95550, -1.18058], [2.09358, -0.88802, 0.09061], [1.28747, -0.82521, 1.21020], [-0.08815, -0.81077, 1.05596], [-0.73272, -0.77140, 1.92188], [1.75031, -0.79733, 2.18411], [3.87558, -0.86505, 0.25876], [4.20212, -0.84847, 1.65981], [4.44364, -1.89360, -0.56043], [4.19346, 0.61514, -0.48190], [4.06790, 1.75628, 0.41762], [3.80222, 1.38522, 1.40925], [3.26875, 2.41156, 0.05894], [5.43377, 2.46592, 0.42869], [5.40456, 3.34483, -0.21648], [5.71819, 2.77798, 1.43088], [6.38482, 1.42053, -0.15438], [7.26557, 1.85922, -0.61815], [6.69489, 0.71814, 0.62001], [5.48050, 0.70506, -1.15495], [5.80960, -0.29789, -1.41864], [5.35356, 1.30036, -2.06533], [2.22446, -1.02378, -2.02416], [-0.26332, -1.02601, -2.31640]], "e_tot_ha": -1508.7525, "smiles": "O=C(c1ccc(S(=O)(=O)N2CCCC2)cc1)N1CCCc2ccccc21", "total_charge": 0, "molar_mass_g_mol": 370.47, "orbital_gap_ev": 8.871, "de_lowest_kj_mol": 106.0}

=====

Record 2
{"formula": "C20H22N2O3S", "method": "wB97M-V/def2-TZVPD", "symbols": ["C", "H", "H", "H", "C", "C", "C", "C", "C", "C", "C", "N", "C", "O", "C", "C", "H", "H", "C", "H", "H", "H", "H", "H", "S", "O", "O", "N", "C", "H", "H", "H", "C", "C", "C", "C", "C", "C", "C", "H", "H", "H", "H", "H", "H", "H", "H", "H"], "xyz": [[3.53433, 3.28691, 0.32080], [2.93213, 3.49321, 1.20150], [4.03655, 4.19866, 0.00734], [4.28614, 2.54458, 0.57942], [2.65116, 2.77109, -0.81699], [2.06435, 1.41512, -0.55571], [1.22239, 0.91721, 0.41404], [0.89299, -0.43058, 0.35227], [1.36237, -1.27494, -0.63881], [2.21501, -0.79271, -1.62336], [2.54423, 0.55088, -1.54116], [3.37055, 1.21930, -2.41650], [3.48662, 2.54233, -2.08607], [4.13814, 3.35599, -2.69393], [4.00020, 0.51298, -3.50594], [3.09816, -0.64461, -3.93774], [3.58604, -1.19704, -4.74076], [2.16001, -0.23888, -4.32209], [2.79423, -1.58187, -2.76207], [2.10017, -2.36437, -3.07165], [3.71622, -2.07002, -2.43288], [4.16617, 1.21973, -4.32277], [4.97470, 0.13005, -3.17869], [1.06566, -2.31138, -0.61561], [-0.25875, -1.07800, 1.55675], [-0.20473, -0.25181, 2.72868], [-0.04183, -2.49062, 1.68667], [-1.70427, -0.81455, 0.78751], [-2.25866, -1.85750, -0.03352], [-2.34535, -1.52332, -1.07245], [-3.24399, -2.16138, 0.32919], [-1.58766, -2.71041, 0.02302], [-2.57827, 0.25219, 1.21952], [-3.71374, -0.25700, 2.07177], [-5.03287, -0.16165, 1.65213], [-6.05567, -0.66588, 2.43827], [-5.76474, -1.27642, 3.64557], [-4.44852, -1.37971, 4.06699], [-3.42716, -0.87321, 3.28440], [-2.39728, -0.94835, 3.60057], [-4.21892, -1.85544, 5.00884], [-6.56234, -1.67179, 4.25725], [-7.08008, -0.58496, 2.10478], [-5.26250, 0.31268, 0.70784], [-2.96192, 0.77873, 0.33712], [-1.95562, 0.93254, 1.80275], [0.82821, 1.51913, 1.21602], [1.87814, 3.51509, -1.03233]], "e_tot_ha": -1508.7751, "smiles": "C[C@H]1C(=O)N2CCCc3cc(S(=O)(=O)N(C)Cc4ccccc4)cc1c32", "total_charge": 0, "molar_mass_g_mol": 370.47, "orbital_gap_ev": 8.952, "de_lowest_kj_mol": 46.6}

=====

Record 3
{"formula": "C20H22N4O2", "method": "wB97M-V/def2-TZVPD", "symbols": ["C", "C", "C", "C", "H", "H", "C", "C", "C", "C", "C", "C", "C", "H", "H", "C", "C", "N", "N", "N", "C", "C", "C", "C", "C", "C", "C", "H", "H", "N", "O", "O", "H", "H", "H", "H", "H", "H", "H", "H", "H", "H", "H", "H", "H", "H", "H", "H"], "xyz": [[-9.06357, -1.02200, -0.82871], [-8.12216, -2.20535, -0.62867], [-7.32546, -2.13321, 0.68199], [-5.89907, -1.60534, 0.52339], [-5.35488, -2.23643, -0.18358], [-5.38977, -1.68187, 1.48765], [-5.82565, -0.14855, 0.05056], [-4.40181, 0.32466, 0.05180], [-3.59752, 0.15657, -1.06910], [-2.27599, 0.55704, -1.06282], [-1.72445, 1.13865, 0.07643], [-2.52576, 1.30439, 1.20477], [-3.84460, 0.89994, 1.18848], [-4.45689, 1.03610, 2.06869], [-2.09210, 1.75628, 2.08317], [-0.34295, 1.58168, 0.10952], [0.64190, 1.54422, -0.86476], [1.71978, 2.11225, -0.27984], [1.42347, 2.46329, 0.96876], [0.21006, 2.15759, 1.20732], [3.04113, 2.29219, -0.81632], [3.90607, 1.08528, -0.54448], [4.60111, 0.45848, -1.57212], [5.39106, -0.64368, -1.30842], [5.47550, -1.12043, -0.00669], [4.78165, -0.50732, 1.03023], [4.00009, 0.59648, 0.75620], [3.45222, 1.08818, 1.54677], [4.86786, -0.90207, 2.03079], [6.29952, -2.27169, 0.27198], [6.35751, -2.65700, 1.41920], [6.88376, -2.78198, -0.65973], [5.94095, -1.14322, -2.09115], [4.52874, 0.83528, -2.58140], [3.47207, 3.16719, -0.31853], [2.97155, 2.48583, -1.88956], [0.66022, 1.18459, -1.87123], [-1.67125, 0.41937, -1.94727], [-4.01494, -0.29051, -1.96061], [-6.23490, -0.07139, -0.95746], [-6.42335, 0.47392, 0.71978], [-7.86347, -1.50858, 1.39819], [-7.25620, -3.13445, 1.11338], [-7.43064, -2.26985, -1.47129], [-8.72125, -3.11865, -0.63436], [-8.52161, -0.08051, -0.83968], [-9.79664, -0.98336, -0.02553], [-9.59821, -1.11978, -1.77148]], "e_tot_ha": -1144.7221, "smiles": "CCCCCc1ccc(-c2cn(Cc3ccc([N+](=O)[O-])cc3)nn2)cc1", "total_charge": 0, "molar_mass_g_mol": 350.42, "orbital_gap_ev": 7.732, "de_lowest_kj_mol": 433.3}

=====

Record 4
{"formula": "C20H22N6O2", "method": "wB97M-V/def2-TZVPD", "symbols": ["O", "O", "N", "N", "C", "C", "C", "C", "C", "C", "C", "C", "C", "C", "C", "C", "C", "C", "N", "N", "N", "N", "C", "C", "C", "C", "C", "C", "H", "H", "H", "H", "H", "H", "H", "H", "H", "H", "H", "H", "H", "H", "H", "H", "H", "H", "H", "H", "H", "H"], "xyz": [[1.82787, 0.22951, -6.15432], [-3.30250, -1.70276, 5.34700], [2.48673, -1.27039, -2.50889], [0.22285, 1.50269, -2.13667], [2.47004, -0.16933, -5.17104], [-3.45218, -0.69859, 4.69293], [1.91216, -0.20302, -2.83097], [0.98931, 0.43775, -1.89077], [2.24855, -1.94333, -1.39258], [-0.47911, 1.60534, -0.91380], [1.42597, -1.43161, -0.43115], [-0.29073, 0.50574, -0.01330], [-2.22690, 1.05313, 3.21468], [-2.16696, -1.37884, 2.68045], [-1.45757, 1.22035, 2.07166], [-1.29089, -1.13917, 1.57158], [-2.60700, -0.33855, 3.52101], [-0.97588, 0.16667, 1.25155], [2.14366, 0.43454, -4.00688], [0.75932, -0.21544, -0.72034], [3.75734, -0.66916, -5.37678], [-4.37253, 0.34184, 5.16605], [6.11181, -0.96407, -4.94454], [5.26168, 1.25216, -5.16424], [-6.76202, -0.21344, 6.09332], [-6.43317, 1.21705, 6.47074], [4.91601, -0.13522, -4.64329], [-5.28669, 0.20168, 6.34685], [2.56624, -2.95580, -1.25208], [-1.28195, 2.35077, -0.68511], [1.18579, -1.95819, 0.52215], [-2.48085, 1.83029, 3.78766], [-2.47874, -2.40538, 2.99348], [-1.06372, 2.21418, 1.88063], [-1.04970, -1.83126, 0.81442], [1.55828, 1.21604, -4.15490], [3.87197, -0.91833, -6.38186], [-4.28631, 1.23662, 4.72662], [5.87120, -2.04189, -4.84938], [6.58837, -0.80424, -5.92153], [6.89741, -0.63038, -4.21514], [4.66612, 2.03501, -4.75480], [6.23813, 1.57751, -4.88980], [5.14634, 1.45945, -6.21437], [-7.02959, -0.35907, 5.01253], [-7.00033, -0.88029, 6.88862], [-6.76515, 1.61291, 7.33156], [-6.43918, 1.92263, 5.54493], [4.73648, -0.22464, -3.54808], [-4.87997, -0.14148, 7.23618]], "e_tot_ha": -1254.2683, "smiles": "CC(C)NC(=O)Nc1nccn2c(-c3ccc(C(=O)NC4CC4)cc3)cnc12", "total_charge": 0, "molar_mass_g_mol": 378.44, "orbital_gap_ev": 8.322, "de_lowest_kj_mol": 55.5}